# C56H73BrF5N2O7

A cluster of 6 separate species, C56H73BrF5N2O7 in total at a distorted geometry (wB97M-V/def2-TZVPD, OMol25).

```
! RIJCOSX wB97M-V def2-TZVPD def2/J DEFGRID3
* xyz 1 1
C -5.348 2.891 4.013
C -7.741 1.661 3.260
H -2.733 -6.311 -3.135
H -4.389 1.103 3.264
F 2.144 3.716 -4.763
C -0.484 -4.409 2.945
C -4.007 -3.644 -0.176
H -1.697 -6.315 -1.058
H -8.661 1.172 2.957
O 3.388 -4.291 0.821
H 2.165 -4.386 -2.809
H 4.212 1.373 0.982
C -0.074 -5.542 4.124
H -5.958 -0.587 0.455
O -0.388 -1.863 1.440
C -1.447 -5.272 -1.585
H -0.512 -1.968 -1.567
H 3.372 -5.241 -1.088
H 3.782 -6.013 3.562
H -8.712 3.427 4.026
C -1.229 -4.034 -0.532
H 4.141 -4.081 3.505
C 3.625 -0.077 -2.359
H 3.277 2.819 1.855
C 4.461 -5.146 3.114
C 8.779 -5.369 1.885
H 0.924 -6.098 3.882
C -1.106 5.376 -2.313
H -4.074 -1.832 1.379
H 4.158 4.224 -3.205
H 4.192 -0.435 -1.386
H 4.742 6.489 -2.335
O -0.236 -5.597 -2.417
H -6.945 -3.136 1.392
H -0.129 5.282 -2.774
C 3.554 5.088 -3.463
H 2.510 -6.147 0.312
C -6.566 3.537 4.227
H 4.419 3.862 -0.163
F 10.506 -5.426 3.489
C 3.543 3.117 -0.462
C 1.628 -3.679 -1.996
C -3.824 12.157 1.430
H -4.745 -4.585 -0.190
C 1.226 -4.579 -0.717
C 10.508 -3.676 1.909
C 8.181 -4.744 0.791
H -4.088 -3.170 -1.226
H 1.422 -2.876 1.624
H -5.560 12.844 0.347
C -4.803 -2.557 0.822
H -1.928 3.623 -3.259
H 8.289 -3.104 -0.604
H -5.604 -4.366 2.157
C 3.873 6.355 -2.975
H 0.135 -4.964 5.151
H -5.068 -1.221 -1.092
H 0.061 -3.462 3.380
C -1.466 -2.546 -1.268
C 2.654 -5.054 -0.152
H -2.164 -2.578 -2.199
H -5.864 -2.601 2.838
C 9.917 -3.056 0.809
H 0.794 5.870 -5.283
H -4.161 3.886 -2.204
H 3.322 8.439 -2.927
H 4.436 0.062 -3.224
C 3.331 2.152 0.886
H -4.595 5.781 -0.660
H 7.272 -5.155 0.359
H 5.586 -5.417 3.410
F -6.502 -0.192 2.490
C -1.903 -4.495 -4.186
C 1.962 7.283 -4.137
H -6.106 10.577 -0.543
H 2.333 1.545 0.734
H 8.353 -6.272 2.312
C 4.415 -5.120 1.471
C -5.327 1.624 3.430
Br -0.657 -6.814 1.540
F -4.756 8.422 -0.023
H -2.029 -1.785 -0.532
H -3.578 13.145 1.813
C 3.076 7.451 -3.310
O -2.334 -3.333 -4.693
N 0.211 -1.041 2.337
H -2.771 7.410 -0.158
C 0.108 -4.958 1.503
H 1.718 -6.370 -2.214
H 2.014 1.422 -1.466
H -4.417 3.373 4.300
H -1.072 -5.061 -4.830
H -3.549 -4.712 -2.629
H 1.401 -0.944 -2.405
C -5.861 -3.267 1.847
C -3.027 11.062 1.765
H 3.923 -3.025 -2.167
C 2.448 4.932 -4.290
C -7.764 2.923 3.854
C -4.938 11.990 0.603
F -0.384 7.311 -1.175
H 1.210 -5.176 1.933
C -1.357 6.429 -1.440
H -2.785 -5.105 0.940
H -0.983 -6.253 4.380
O 4.037 2.351 -1.622
C 2.972 1.439 -2.144
H -2.158 11.195 2.405
C 9.935 -4.828 2.436
C -5.719 -1.574 -0.173
C 0.575 -2.759 0.789
H -2.742 8.931 1.535
H 2.669 1.883 -3.204
C 8.753 -3.589 0.252
H 1.001 -2.026 -0.001
N 0.109 -4.117 0.253
H -6.584 4.524 4.686
C 0.811 -6.001 -1.521
H 10.363 -2.160 0.385
C 2.894 -2.599 -1.810
C -3.616 5.666 -1.119
C -4.452 9.638 0.450
C -2.519 -5.186 -2.787
C 1.650 6.018 -4.633
H 0.781 -3.231 -2.662
H 0.666 -6.922 -0.849
H -1.648 -4.391 3.029
H -2.476 -3.310 1.369
H 2.605 3.786 -0.684
O 5.250 -5.810 0.659
H 3.035 -2.227 -0.714
C -5.250 10.725 0.107
H 2.473 -1.525 -3.848
C -2.117 4.455 -2.585
O -0.698 -0.556 2.997
C -6.523 1.022 3.056
C -2.601 6.581 -0.839
H -6.736 -2.059 -0.489
H 11.408 -3.270 2.360
C -3.371 4.602 -1.990
C -3.346 9.795 1.277
H 1.340 8.138 -4.393
C 2.509 -1.234 -2.696
C -2.571 -4.049 0.433
*
```

Results
* HOMO: -10.41 eV
* LUMO level: -3.5 eV
* DFT total energy: -5886.2413 Ha

These are the Mulliken partial charges, in e, on atoms 1 to 6: C -0.609; C -0.413; H 0.460; H 0.513; F -0.340; C 0.257

=====

# C56H87HfN4O3

A structure of composition C56H87HfN4O3 at a distorted geometry (wB97M-V/def2-TZVPD, OMol25).

```
! RIJCOSX wB97M-V def2-TZVPD def2/J DEFGRID3
* xyz 1 1
H 1.452 3.778 1.035
H -2.602 -4.708 -3.598
C -2.622 -0.970 1.462
H -0.061 5.282 5.062
C 6.322 -2.847 -2.994
H 3.272 2.653 -2.638
H -0.634 0.543 -4.136
H -0.352 -2.428 -0.709
C -1.477 -3.307 -2.358
H 0.260 4.310 3.149
H 2.417 4.156 -0.809
C 2.847 -0.786 -1.632
N -1.088 2.106 -2.831
H -5.052 0.237 0.782
H 6.750 -2.938 0.433
H 1.483 -0.602 -3.252
H -4.587 1.891 1.219
C -6.510 -0.969 -4.757
H -5.899 -3.582 -4.224
H -0.740 -3.163 -4.401
H 1.332 2.876 -4.000
H 2.672 -4.676 1.333
C -1.982 -0.775 -2.436
H -6.758 -1.365 -1.321
C 2.862 1.215 4.171
H 0.660 -2.232 3.232
C 2.770 -2.082 0.422
N 1.582 1.353 -2.563
H 1.549 4.269 -2.313
C -1.311 1.966 1.282
H 4.902 0.436 2.293
C 0.044 4.361 5.639
H 6.478 -5.218 -1.833
C -6.477 -3.079 -3.447
C 2.484 2.344 -1.941
H 7.207 -3.438 -3.233
H 7.255 -1.692 -0.717
C -4.679 -1.324 -3.086
O -1.401 1.549 -0.008
C -2.427 -2.115 -2.532
H 2.493 3.829 3.457
H -0.246 3.933 -3.477
H 1.816 1.499 4.297
C 5.882 -3.150 -1.558
C 7.022 -2.753 -0.607
H -3.293 3.473 5.537
H 5.390 2.095 1.938
H -6.366 0.111 -4.763
H -1.462 -5.451 -2.476
C 0.955 -1.836 2.258
H 3.414 1.495 5.068
H -2.930 2.202 -1.887
C 2.635 1.686 1.794
H 6.588 -1.795 -3.116
H -3.023 2.173 -3.648
C -0.455 3.022 1.619
H 0.297 -4.109 -3.319
C 5.623 -4.661 -1.448
H -7.556 -1.170 -4.995
H 7.920 -3.330 -0.838
H -0.201 -4.183 -0.862
H 5.482 1.481 3.596
C -6.152 -1.584 -3.395
H -4.607 0.880 3.563
H -6.853 0.138 -2.247
N 1.963 1.531 0.878
H 3.888 4.012 2.375
C -3.231 0.353 1.959
C 3.492 3.459 3.229
C -7.010 -0.940 -2.295
C -1.160 2.914 3.940
H -4.111 -3.361 -2.877
H -1.687 -3.479 -0.202
H 3.040 0.169 -3.510
H -5.888 -1.402 -5.543
N 0.450 3.333 -0.763
H -4.858 0.801 -3.285
C 0.438 3.791 0.652
C 2.181 -1.117 -0.431
C 4.044 -1.417 -1.971
Hf 0.066 0.903 -1.011
O 1.019 -0.524 -0.133
H 0.065 4.636 6.694
H -2.985 -4.810 -1.864
C -0.396 3.473 2.937
C -2.155 1.407 2.282
H 5.466 -4.968 -0.413
H 2.835 -2.591 3.844
H -0.513 5.125 -1.386
H -2.130 -1.489 2.286
C -0.694 4.043 -1.379
C -2.517 1.729 -2.782
C 4.616 -2.391 -1.174
H -7.535 -3.210 -3.679
C 3.954 -2.680 0.015
C -3.765 -2.341 -2.830
H -0.800 2.552 7.355
C -4.195 -0.030 -3.065
C -2.435 4.126 5.702
H 5.540 -3.104 -3.710
H 1.608 1.301 -4.695
H -1.557 3.854 -0.742
H -2.683 1.486 4.336
H 1.025 -4.197 0.907
C 1.088 1.821 -3.889
H 1.132 -0.766 2.359
H 4.516 -1.147 -2.906
C 3.474 1.946 2.963
H 4.393 -3.425 0.667
H -8.069 -1.123 -2.487
O -0.697 -0.478 -2.117
H -3.431 -0.380 4.004
C -2.871 0.256 -2.758
H -0.779 2.106 -4.943
C -2.041 1.897 3.571
H -4.785 -0.761 2.940
H -2.550 5.007 5.069
C -2.187 -4.644 -2.590
H -1.854 1.571 6.342
C -0.336 -3.222 -3.388
C 2.243 0.023 -2.777
H 4.136 3.650 4.087
C -4.058 0.009 3.200
C 3.284 -2.465 2.857
H -1.945 4.032 -3.101
C 2.200 -2.582 1.767
H -2.447 4.447 6.746
H -6.282 -3.563 -2.489
H -3.718 1.020 -0.060
H 0.286 -2.350 -3.203
H 2.918 0.134 4.049
H 0.124 -1.976 1.572
C 1.735 3.610 -1.463
H 0.126 4.842 0.673
C -0.964 2.199 6.336
H 1.466 -4.439 2.603
C -0.415 1.603 -4.039
H 4.741 -4.941 -2.026
C 1.821 -4.066 1.639
H 1.002 3.895 5.394
C 4.901 1.455 2.674
C -0.893 -3.342 -0.940
H 4.052 -3.231 2.748
H -1.902 -0.822 0.668
H 2.966 1.857 -1.099
H -3.415 -1.613 1.074
C -1.004 3.577 -2.782
H 3.775 -1.493 2.822
C -1.119 3.399 5.387
C -4.206 0.917 0.906
H -0.112 1.579 6.047
*
```

Results
* HOMO: -10.11 eV
* LUMO level: -1.9 eV
* DFT total energy: -2678.8798 Ha

These are the Mulliken partial charges, in e, on atoms 1 to 6: H 0.236; H 0.511; C -1.547; H 0.340; C -2.072; H 0.445

=====

# C56H88N11PS2

A cluster of 11 separate species, C56H88N11PS2 in total at a distorted geometry (wB97M-V/def2-TZVPD, OMol25).

```
! RIJCOSX wB97M-V def2-TZVPD def2/J DEFGRID3
* xyz 0 1
H 2.603 3.784 12.647
H 4.542 -3.075 -1.469
H -1.757 -7.539 0.124
H -3.666 -5.436 -7.980
H 3.157 -0.093 -4.686
H 6.712 -4.375 0.272
C 4.684 -0.300 -6.181
H -2.398 -0.694 10.944
H 3.129 4.074 10.228
C -1.775 -0.352 10.113
C -0.378 0.014 10.617
H 2.036 3.027 -6.363
C 3.940 4.014 10.960
H -3.844 0.399 0.839
H 5.474 3.938 9.437
C -1.539 1.934 -4.348
C -2.687 0.548 -1.170
C 1.022 5.472 -0.542
H -0.055 0.588 4.692
C -0.439 2.620 5.375
H -10.321 -0.540 -6.846
H -9.702 -1.009 -5.255
C -6.677 0.442 -5.548
C -2.575 1.526 4.757
H -4.982 -4.184 -6.314
P -2.457 2.489 0.876
C -9.465 -0.461 -6.172
H 1.527 0.507 -5.819
H -6.314 -3.980 -7.447
H 4.347 1.561 3.541
C 5.150 3.357 10.304
H 1.020 7.313 2.420
H -1.877 -7.973 -1.578
H 6.450 -4.687 -1.440
H 6.972 -2.285 -1.953
N 2.737 0.769 11.551
C 4.756 -2.483 0.562
N -0.666 -0.616 -4.495
N -1.507 5.341 2.227
H 3.244 -1.694 -5.414
H -2.484 1.680 -3.771
H 0.794 1.073 -2.498
C 0.550 0.482 9.502
H -1.719 -1.160 9.378
H -8.402 -2.061 -7.130
H 5.989 3.291 11.003
C 6.367 -3.922 -0.663
C -1.258 3.443 -4.669
H 2.056 0.263 -0.372
C -2.793 0.645 0.443
H -1.646 0.858 -1.519
C 3.491 3.417 4.129
C 4.903 -3.503 -0.530
H 1.543 0.705 9.904
H -3.773 -6.059 -0.117
H -3.508 1.218 -1.633
N -6.437 1.560 -5.251
H 0.268 0.848 6.416
H 5.291 -0.514 -3.451
H 4.054 4.299 0.929
H 1.196 5.737 -1.588
C 1.508 -0.525 -1.003
C 3.850 -0.864 -5.036
C 0.008 -1.041 -3.254
H -6.118 -1.405 -6.441
C -8.213 -1.024 -6.837
H -2.421 3.426 5.699
N -7.666 -5.048 -10.062
H -1.351 -5.148 -0.490
N -2.925 1.791 8.981
H -0.451 0.803 11.372
C 0.022 -2.585 -2.890
C -1.566 -5.452 -2.585
C 1.059 2.774 -5.838
H 5.296 0.542 -5.843
H 0.066 -0.858 11.106
H -2.033 -0.046 0.969
H 6.016 3.356 3.087
C -1.200 -5.951 -1.217
C 4.843 4.462 1.670
C 7.282 -2.755 -1.015
H 1.686 5.692 2.175
H -4.646 -6.136 -10.141
H 3.238 2.266 2.357
H -8.015 -0.461 -7.754
H -2.092 -1.678 -1.484
H -7.157 -1.561 -5.017
H 0.373 7.441 0.016
H -9.346 0.596 -5.920
H 0.658 -0.289 8.732
H -5.223 -6.214 -7.717
H -3.912 -6.540 -1.818
C 4.701 -1.340 -3.857
C -4.743 -5.324 -8.136
H -0.141 -6.223 -1.208
C -6.983 -0.979 -5.926
H 0.032 5.014 -0.484
H 1.383 1.478 5.192
H 0.180 1.395 9.025
H 4.918 2.349 9.949
H 4.282 -4.370 -0.292
N -1.868 -5.065 -3.674
H 2.103 7.172 0.200
C -5.023 -5.242 -9.638
H 1.766 4.723 -0.253
C -3.551 -6.854 -0.835
C 5.631 -2.435 -4.303
C 0.927 6.399 1.828
H 8.312 -3.101 -1.131
C -5.228 -4.096 -7.374
H 5.622 2.462 1.622
N 6.360 -3.295 -4.655
H 0.766 -4.108 -1.297
C 0.756 -0.049 -2.291
H -1.168 2.727 0.245
C -2.941 -0.958 -1.727
H 0.227 4.983 -5.633
H -1.986 4.256 -4.354
C -6.502 -5.133 -9.876
H 4.495 5.213 2.384
N 4.633 -1.678 1.418
H -2.027 2.054 6.745
H 4.200 5.040 11.236
C 1.531 -2.035 -0.648
N 3.069 4.156 4.966
H -4.758 -3.185 -7.758
C -1.918 2.457 5.734
H 4.057 -1.721 -3.060
C 0.768 -3.000 -1.595
C 5.218 3.157 2.365
H -4.526 -4.372 -10.075
H -0.344 3.050 4.373
H -4.120 -7.741 -0.548
C -0.435 5.807 2.052
S -3.458 -0.912 -3.508
C 0.749 1.296 -5.516
H -3.861 -1.342 -1.137
C 0.328 1.305 5.423
C 1.121 6.711 0.342
H 4.035 0.053 -6.986
H 7.283 -1.991 -0.232
C -2.040 -1.144 -4.651
H -3.372 3.188 -0.013
H -0.521 -3.307 -3.593
C 3.054 1.869 11.841
S -2.324 -2.099 -6.022
H 5.711 4.881 1.156
C -0.550 0.825 -4.762
C -2.058 -7.167 -0.859
H 4.253 3.225 12.959
H 0.022 3.325 6.073
C -2.420 0.847 9.479
C 0.040 3.870 -5.423
H 2.104 -2.338 0.285
C 4.032 2.497 3.072
N -3.093 0.795 3.988
C 3.460 3.268 12.207
H 5.347 -1.057 -6.608
*
```

Results
* HOMO: -7.93 eV
* SMILES: PCCCSC(=S)N(c1ccccc1)c1ccccc1.CCCC#N.CCCC#N.CCCC#N.CCCC#N.CCCC#N.CCCC#N.CCCC#N.CCCC#N.CCCC#N.CCCC#N
* LUMO level: -0.7 eV
* DFT total energy: -3926.2123 Ha
* energy above the lowest of the compared OMol25 structures with the same formula, charge and spin: 0.0 kcal per mole

These are the Mulliken partial charges, in e, on atoms 1 to 6: H 0.272; H -0.290; H 0.359; H 0.306; H 0.025; H 0.335

=====

Ordered orbital gap results: 6.931, 8.206, 7.202; unit eV.